# C28H82N2O12

A 12-piece molecular cluster, C28H82N2O12 overall in a non-equilibrium geometry (ωB97M-V with the def2-TZVPD basis set, OMol25).

Last column: Löwdin charge in e.
Element x y z (Å)
C 3.01650 -28.91768 1.04392  -0.089
O 2.81911 -27.54887 1.17413  -0.196
C 1.48881 -27.26232 1.48028  -0.242
C 1.33198 -25.82605 1.78687  -0.407
C 1.98007 -25.42838 3.09232  -0.038
N -0.15833 -25.51707 1.75515  0.071
H 2.72029 -29.45843 1.95986  0.093
H 4.06310 -29.11150 0.83272  0.096
H 2.42614 -29.33796 0.20169  0.100
H 0.85807 -27.46362 0.59121  0.117
H 1.14328 -27.88006 2.33170  0.136
H 1.82645 -25.28673 0.96737  0.114
H 3.06544 -25.58739 3.08595  0.092
H 1.56052 -26.00846 3.92869  0.091
H 1.79423 -24.37610 3.30968  0.063
H -0.59353 -26.11619 2.49517  0.105
H -0.26852 -24.58562 2.19747  0.059
C -3.49222 -18.82137 -0.34527  -0.144
O -3.64847 -19.84870 -1.22055  -0.181
C -2.98197 -19.63606 -2.38624  -0.265
C -3.52219 -20.57719 -3.42355  -0.434
C -2.83280 -20.31272 -4.73500  -0.071
N -5.00580 -20.43623 -3.63236  0.044
H -4.19727 -18.96030 0.46757  0.084
H -3.74734 -17.85073 -0.80855  0.099
H -2.46384 -18.75041 0.02482  0.089
H -3.14320 -18.60249 -2.75097  0.133
H -1.88886 -19.74403 -2.24082  0.137
H -3.30342 -21.61401 -3.15408  0.131
H -1.76223 -20.50185 -4.69153  0.055
H -2.99464 -19.27389 -5.04920  0.086
H -3.28646 -20.96373 -5.47947  0.082
H -5.46659 -20.44572 -2.70168  0.074
H -5.18115 -19.47356 -3.96326  0.075
C 2.06972 -22.33294 0.57280  -0.065
C 1.84875 -20.90249 0.09685  -0.370
O 2.74760 -20.52445 -0.85398  -0.068
H 2.11193 -22.52567 1.63668  0.055
H 3.00255 -22.72786 0.12953  0.078
H 1.34649 -23.00703 0.06930  0.058
H 1.91474 -20.18800 0.91461  0.107
H 0.82582 -20.82420 -0.30710  0.099
H 2.50430 -20.92748 -1.72874  0.067
C -1.60708 -29.30437 1.48821  -0.084
C -0.65257 -30.51563 1.49863  -0.253
O -0.50206 -31.09281 0.15331  -0.099
H -1.35450 -28.58631 0.69974  0.056
H -1.64508 -28.77389 2.44563  0.071
H -2.64383 -29.63041 1.30557  0.076
H -1.01267 -31.27517 2.21298  0.112
H 0.36107 -30.23816 1.80853  0.085
H -1.26910 -31.63833 -0.06526  0.094
C -5.82699 -26.23171 -0.39340  -0.082
C -4.79807 -27.32371 -0.62737  -0.287
O -3.98701 -27.07941 -1.79868  -0.114
H -5.33724 -25.26741 -0.28465  0.058
H -6.48348 -26.42238 0.46953  0.076
H -6.48874 -26.15976 -1.26509  0.073
H -5.26466 -28.29464 -0.79397  0.107
H -4.12220 -27.39933 0.23642  0.101
H -3.11690 -26.74975 -1.52363  0.026
C -1.18715 -27.93942 -3.16794  -0.072
C 0.12426 -28.10595 -2.40626  -0.290
O 0.47467 -29.48040 -2.07643  -0.097
H -1.98300 -28.52664 -2.70508  0.075
H -1.10196 -28.25988 -4.20641  0.079
H -1.53060 -26.89028 -3.15839  0.043
H 0.09122 -27.49301 -1.49174  0.068
H 0.95889 -27.73275 -3.00897  0.104
H 0.05354 -29.73174 -1.23113  0.034
C -1.75738 -23.71514 -0.93106  -0.073
C -1.18214 -24.97072 -1.46894  -0.330
O -1.55667 -26.08181 -0.67006  -0.155
H -1.40568 -22.85146 -1.52167  0.066
H -1.43632 -23.55032 0.09734  0.061
H -2.84555 -23.72460 -1.00142  0.079
H -0.08777 -24.91011 -1.49264  0.106
H -1.58431 -25.10350 -2.47593  0.094
H -0.94111 -26.02190 0.13589  0.058
C 2.92287 -25.49566 -1.75215  -0.096
C 4.27568 -25.39496 -1.14421  -0.332
O 4.26241 -25.24210 0.25471  -0.095
H 2.26975 -26.24026 -1.26746  0.063
H 2.96312 -25.74256 -2.82128  0.082
H 2.39227 -24.53703 -1.65088  0.058
H 4.73747 -24.48799 -1.55556  0.117
H 4.93437 -26.22816 -1.41764  0.114
H 3.74573 -26.00089 0.63847  0.058
C -1.67692 -20.68807 2.07527  -0.096
C -1.66005 -21.72200 3.17532  -0.282
O -0.51103 -22.59449 3.13829  -0.104
H -0.70835 -20.17090 2.02262  0.078
H -2.47885 -19.95895 2.20375  0.070
H -1.79631 -21.12208 1.07829  0.064
H -2.52954 -22.38227 3.10156  0.096
H -1.74215 -21.24467 4.16306  0.117
H 0.27430 -22.06961 3.33391  0.079
C -4.46204 -25.36828 -4.53823  -0.099
C -5.02906 -26.70465 -4.78361  -0.358
O -5.02029 -27.02798 -6.15881  -0.074
H -4.86038 -24.65540 -5.24951  0.075
H -3.37124 -25.43647 -4.58885  0.069
H -4.69019 -25.05855 -3.51520  0.066
H -6.04815 -26.78232 -4.38393  0.116
H -4.44072 -27.44721 -4.25675  0.096
H -5.83143 -26.68049 -6.54226  0.080
C -5.16413 -21.79359 1.24259  -0.086
C -5.34396 -22.77731 2.36200  -0.330
O -6.71802 -23.20191 2.31533  -0.080
H -5.27519 -22.31254 0.29757  0.077
H -4.19138 -21.31768 1.29772  0.038
H -5.91746 -21.00392 1.34860  0.089
H -5.07653 -22.33030 3.33355  0.109
H -4.67021 -23.64072 2.17095  0.109
H -6.86188 -23.88575 2.96852  0.074
C 0.80965 -23.37672 -4.38629  -0.061
C 0.82610 -22.07518 -3.55692  -0.250
O 2.13030 -21.38673 -3.57532  -0.097
H 1.50367 -24.10991 -3.97174  0.053
H 1.23769 -23.16908 -5.38373  0.080
H -0.18379 -23.80285 -4.51447  0.071
H 0.59099 -22.26365 -2.50392  0.083
H 0.06716 -21.36506 -3.92697  0.090
H 2.44169 -21.40550 -4.48505  0.084

Properties
* SMILES: COC[C@H](C)N.COC[C@H](C)N.CCO.CCO.CCO.CCO.CCO.CCO.CCO.CCO.CCO.CCO
* relative energy (zero: lowest compared OMol25 entry of this formula, charge and spin): 10.3 kcal per mole
* HOMO energy: -9.6 eV
* maximum force: 2.58 eV/Å
* 2S+1: 1
* total charge: 0

# C3H8NOS

A 3-piece molecular cluster, C3H8NOS overall in a non-equilibrium geometry (ωB97M-V with the def2-TZVPD basis set, OMol25).

Last column: Löwdin charge in e.
Element x y z (Å)
C 0.18831 -0.44609 0.00304  -0.185
C -0.41423 0.03683 1.11143  -0.066
S 1.70871 -0.23317 3.14666  -0.141
N -0.55363 -0.44762 -1.21618  0.005
C -1.13197 0.78095 -1.85246  -0.542
O -1.43647 0.46376 -3.11079  -0.338
H 1.22628 -0.76938 0.03492  0.103
H -1.20583 0.07245 -6.53263  0.001
H 0.05316 -0.35595 2.04409  -0.186
H -0.67593 1.08678 1.22868  0.071
H -0.91623 -0.01118 -5.85036  0.000
H -0.12127 -1.00471 -1.94998  0.104
H -0.33141 1.57862 -1.81197  0.094
H -1.98453 1.14026 -1.26413  0.079

Properties
* relative energy (zero: lowest compared OMol25 entry of this formula, charge and spin): 162.0 kcal per mole
* HOMO energy: -3.6 eV
* maximum force: 4.50 eV/Å
* 2S+1: 1
* total charge: -1

# C19H20N3O2S6SbSeSiTc

C19H20N3O2S6SbSeSiTc as an isolated structure (ωB97M-V with the def2-TZVPD basis set, OMol25).

Last column: Löwdin charge in e.
Element x y z (Å)
Tc 0.35345 -0.64712 -0.11667  0.997
O -0.49344 1.38882 3.66858  0.058
C -0.77635 2.62470 3.16989  -0.244
C -1.07559 3.66551 4.04754  -0.017
C -1.37263 4.92826 3.57745  -0.062
C -1.37667 5.18034 2.21056  -0.072
C -1.07894 4.15588 1.33935  -0.016
C -0.77170 2.86462 1.78944  -0.076
C -0.45834 1.84353 0.77765  -0.362
O -0.19410 0.59877 1.21203  -0.215
N -0.41793 2.15117 -0.46761  0.071
N -0.05983 1.04035 -1.23573  -0.278
C -0.11835 1.23023 -2.50852  -0.955
S 0.37499 -0.02977 -3.59774  0.866
C -0.33782 0.77243 -5.05942  -0.488
C -0.14595 2.26725 -4.89830  -0.494
S -0.62441 2.73495 -3.20917  0.984
H -0.55719 1.43742 4.62890  0.112
H -1.07307 3.46959 5.11410  0.119
H -1.60198 5.71802 4.28036  0.113
H -1.60884 6.16615 1.83394  0.108
H -1.07281 4.33284 0.27324  0.112
H -1.39240 0.51088 -5.13703  0.073
H 0.19586 0.39003 -5.92840  0.088
H -0.78727 2.82185 -5.58204  0.086
H 0.89210 2.55396 -5.06331  0.065
S 5.05549 1.08777 -1.23295  -0.137
Sb 5.63534 0.81089 -3.60433  0.534
S 2.49038 -0.57763 -0.38363  0.195
S 3.02720 1.31327 -1.14772  -0.078
S 3.74744 0.95673 -4.68355  -0.190
Se -3.51227 -0.77163 -2.44937  0.936
C -2.16230 -1.30203 -1.61769  -0.858
N -1.17715 -1.69613 -1.00418  -0.186
C -1.15786 -4.57544 -1.08078  -0.145
Si -1.15467 -3.15560 0.11329  0.516
C -2.66978 -3.00062 1.16225  -0.139
C 0.43048 -2.87676 1.00808  -0.358
C 0.48416 -2.00809 2.11034  -0.158
C 1.66255 -1.86377 2.85199  -0.066
C 2.78346 -2.58047 2.50161  -0.066
C 2.75593 -3.44682 1.39945  -0.087
C 1.60654 -3.58657 0.66193  -0.121
H -1.07146 -5.54610 -0.59096  0.050
H -0.34003 -4.47642 -1.79640  0.043
H -2.09615 -4.56826 -1.64018  0.045
H -2.71523 -3.80267 1.90042  0.053
H -3.56880 -3.05696 0.54575  0.044
H -2.68761 -2.04765 1.69508  0.045
H -0.39479 -1.47333 2.45028  0.097
H 1.67468 -1.18745 3.69513  0.118
H 3.69528 -2.47662 3.07438  0.117
H 3.64283 -4.00414 1.13063  0.116
H 1.59552 -4.25814 -0.18801  0.107

Properties
* relative energy (zero: lowest compared OMol25 entry of this formula, charge and spin): 2.0 kcal per mole
* HOMO energy: -10.4 eV
* maximum force: 0.96 eV/Å
* 2S+1: 1
* total charge: +1

# C13H19BN2O12Tl

C13H19BN2O12Tl as an isolated structure in a non-equilibrium geometry (ωB97M-V with the def2-TZVPD basis set, OMol25).

Last column: Löwdin charge in e.
Element x y z (Å)
Tl 1.99912 5.42940 -18.66987  1.170
N 4.70350 4.11301 -20.41395  -0.622
O 5.66235 3.81400 -21.09916  0.183
O 3.63727 3.52929 -20.42249  0.038
O 4.71483 5.11225 -19.73173  0.000
O -0.74959 6.14098 -18.98043  -0.054
C -1.98060 6.06952 -18.91001  -0.397
O -2.57422 5.75818 -17.86231  0.320
B -3.99259 6.01072 -18.05794  -0.790
O -4.22094 6.40738 -19.45887  0.263
C -2.99322 6.51860 -19.99225  -0.297
O -2.66525 6.85158 -21.14722  0.117
O -4.82012 4.78477 -17.88498  0.305
C -5.37587 4.86203 -16.77689  -0.358
O -6.13905 3.95803 -16.34349  0.215
C -5.31129 6.25916 -16.20780  -0.293
O -4.66855 6.95864 -17.10349  0.273
O -5.83429 6.65198 -15.12522  0.188
C 3.69774 8.62458 -20.69871  0.004
C 3.12479 8.01672 -22.01027  -0.428
C 4.26874 7.33489 -22.86643  -0.068
C 3.74090 6.43037 -24.02300  -0.177
C 2.77419 5.37922 -23.56030  -0.141
C 1.57879 6.02978 -22.81346  -0.390
N 2.19087 6.90483 -21.68256  0.036
O 1.22185 7.33245 -20.84329  -0.060
C 0.67784 6.77500 -23.76174  0.005
C 0.94826 4.72531 -22.24463  -0.021
C 2.50965 9.25788 -22.72412  0.025
H 4.28277 9.50493 -20.96483  0.101
H 4.22068 7.85949 -20.12489  0.084
H 2.86273 9.03338 -20.12973  0.093
H 5.02043 8.06166 -23.17440  0.138
H 4.62414 6.52370 -22.23100  0.104
H 4.57674 5.99624 -24.57165  0.127
H 3.32058 7.02151 -24.83663  0.106
H 3.33985 4.70170 -22.92071  0.113
H 2.46285 4.79287 -24.42480  0.145
H 1.13712 7.50665 -24.42646  0.086
H 0.06806 6.12681 -24.39113  0.119
H -0.11976 7.36161 -23.30586  0.095
H 0.11569 4.82878 -21.54877  0.080
H 0.67273 3.94058 -22.94917  0.112
H 1.66736 4.18396 -21.62988  0.048
H 2.62721 9.06673 -23.79077  0.086
H 3.10070 10.16585 -22.60433  0.107
H 1.43374 9.34409 -22.57216  0.093
H 0.72237 7.95329 -21.37872  0.116

Properties
* relative energy (zero: lowest compared OMol25 entry of this formula, charge and spin): 57.9 kcal per mole
* HOMO energy: -12.0 eV
* maximum force: 8.27 eV/Å
* 2S+1: 1
* total charge: +1

Question: Among the records above, which one has the lowest HOMO energy?
Answer: C13H19BN2O12Tl